Entry 1:
Entry from the OMol25 dataset: a molecular structure, C31H27BCl3GeN7O2S2Ti in a non-equilibrium geometry (wB97M-V/def2-TZVPD).

The geometry in XYZ format:
```
75
Properties=species:S:1:pos:R:3:forces:R:3
Ti -1.702 0.500 -0.817 0.3 -0.1 -0.8
N -1.185 3.029 9.111 0.0 0.0 0.0
C -1.220 2.718 8.006 0.0 0.0 -0.1
C -1.264 2.329 6.618 0.0 0.0 0.1
C -2.479 2.329 5.940 0.0 0.0 0.0
C -2.518 1.959 4.607 0.0 0.0 0.0
C -1.346 1.604 3.945 0.0 0.0 0.0
C -0.133 1.604 4.628 0.1 -0.1 0.0
C -0.090 1.960 5.965 0.0 0.0 0.0
C -1.380 1.213 2.515 -0.1 -0.1 0.1
C -0.677 2.017 1.609 0.0 0.0 -0.1
C -0.107 3.261 1.889 0.0 0.1 0.0
C 0.353 3.790 0.687 0.0 0.0 0.0
C 0.044 2.859 -0.287 0.0 -0.1 -0.1
N -0.555 1.761 0.238 -0.1 0.0 0.3
C -2.085 0.075 2.176 0.0 0.0 -0.1
C -2.692 -0.853 3.048 -0.1 0.0 0.1
C -3.082 -1.939 2.291 0.2 -0.1 0.2
C -2.662 -1.669 0.991 -0.4 -0.1 -0.2
N -2.116 -0.453 0.881 0.0 -0.3 0.6
H -3.384 2.616 6.457 0.0 0.0 0.0
H -3.457 1.964 4.068 0.0 0.0 0.0
H 0.769 1.293 4.115 0.0 0.0 0.0
H 0.846 1.948 6.505 0.0 0.0 0.0
H -0.064 3.726 2.861 0.0 0.0 0.0
H 0.845 4.735 0.528 0.0 0.0 0.0
H 0.214 2.940 -1.345 0.0 0.0 -0.1
H -2.783 -0.734 4.115 0.0 0.0 0.0
H -3.549 -2.849 2.627 0.0 0.0 0.0
H -2.770 -2.311 0.130 0.0 0.0 0.0
C 0.725 -4.500 2.736 0.0 0.0 0.0
N 1.350 -3.879 1.590 -0.1 0.0 0.0
C 1.951 -4.561 0.547 0.0 0.0 0.0
C 2.383 -3.629 -0.323 0.0 0.0 0.1
N 2.043 -2.384 0.170 -0.2 0.0 -0.2
B 2.234 -1.071 -0.610 0.2 0.0 -0.1
N 1.773 -1.296 -2.124 0.3 -0.7 0.3
C 2.629 -1.272 -3.196 -0.1 -0.3 -0.2
C 1.902 -1.463 -4.326 0.0 0.0 0.1
N 0.590 -1.598 -3.929 0.2 -0.5 -0.2
C -0.529 -1.836 -4.827 0.1 -0.2 -0.3
C 0.546 -1.536 -2.581 -0.2 0.5 0.0
S -0.883 -1.758 -1.647 -0.1 0.2 0.7
C 1.405 -2.534 1.358 0.2 0.0 0.0
S 0.840 -1.334 2.411 0.0 -0.1 0.0
H 1.367 -5.292 3.120 0.0 0.0 0.0
H -0.247 -4.918 2.468 0.0 0.0 0.0
H 0.588 -3.733 3.495 0.0 0.0 0.0
H 2.030 -5.633 0.536 0.0 0.0 0.0
H 2.910 -3.748 -1.253 0.0 0.0 0.0
H 1.563 -0.221 -0.104 -0.1 0.2 -0.1
H 3.408 -0.776 -0.708 0.0 0.0 0.0
H 3.680 -1.088 -3.063 0.0 -0.1 0.0
H 2.186 -1.474 -5.363 0.0 0.0 0.0
H -0.770 -0.921 -5.367 0.1 -0.4 0.0
H -1.390 -2.136 -4.237 0.0 0.0 0.0
H -0.264 -2.628 -5.524 0.0 -0.1 0.0
Cl -3.339 2.331 -0.509 -0.1 0.1 -0.1
Ge -4.120 1.809 -2.798 -0.3 0.0 0.1
Cl -6.293 1.911 -2.359 0.2 0.0 0.0
Cl -3.801 -0.400 -1.869 -0.2 0.0 -0.2
O -1.296 0.782 -4.609 -0.2 0.7 -0.1
C -0.590 1.058 -3.674 -0.6 -0.3 0.5
O -1.151 1.109 -2.434 1.2 0.5 -0.5
C 0.869 1.304 -3.823 -0.2 0.5 0.0
C 1.764 1.335 -2.765 -0.1 0.5 0.0
C 3.112 1.562 -3.001 0.1 0.3 -0.2
C 3.563 1.767 -4.296 0.0 0.1 0.1
C 2.671 1.729 -5.362 0.0 0.0 0.0
C 1.328 1.494 -5.128 0.1 0.0 0.0
H 1.433 1.147 -1.758 -0.1 0.1 0.1
H 3.802 1.565 -2.168 0.0 0.0 0.0
H 4.614 1.953 -4.479 0.0 0.0 0.0
H 3.022 1.886 -6.373 0.0 0.0 0.0
H 0.617 1.457 -5.941 0.0 0.0 0.0
```
Forces are in eV/Å.

**Strongest force on any atom**: 1.4 eV Å⁻¹
**HOMO-LUMO gap**: 5.01 eV


Entry 2:
Entry from the OMol25 dataset: a gas-phase ion, CH7N5P (charge +1) in a non-equilibrium geometry (wB97M-V/def2-TZVPD).

The geometry in XYZ format:
```
14
Properties=species:S:1:pos:R:3:forces:R:3
C -1.101 -0.748 -0.494 0.1 2.7 1.0
N -1.231 -1.844 -1.007 2.4 -3.8 -1.5
N 2.092 0.264 1.601 1.8 1.5 -0.6
N -2.132 0.142 -0.552 1.5 -2.3 -1.3
N 0.125 -0.104 0.152 -1.6 2.4 -6.5
N 0.686 0.864 -0.637 -1.7 -1.6 0.9
P 0.710 -0.645 1.582 1.2 -2.2 4.7
H -0.387 -2.476 -1.213 -1.7 1.4 0.9
H 2.603 0.226 2.500 -0.3 0.3 -1.0
H -2.832 -0.249 -1.122 -1.3 0.0 -0.5
H -2.276 0.951 -0.083 -0.3 2.6 1.9
H 0.106 1.150 -1.412 -0.2 -0.1 -0.3
H 2.541 0.851 0.825 -0.5 -1.6 1.9
H 1.097 1.617 -0.140 0.6 0.8 0.5
```
Forces are in eV/Å.

**Charge**: +1
**2S+1**: 3
**Strongest force on any atom**: 7.1 eV Å⁻¹
**⟨S²⟩**: 2.0074
**Relative energy (zero: lowest compared OMol25 entry of this formula, charge and spin)**: 0.0 kcal/mol
**HOMO-LUMO gap (spin up / spin down)**: 7.44 / 6.67 eV


Entry 3:
Entry from the OMol25 dataset: C8H2O in the gas phase in a non-equilibrium geometry (wB97M-V/def2-TZVPD).

The geometry in XYZ format:
```
11
Properties=species:S:1:pos:R:3:forces:R:3
C 0.519 -1.923 0.336 0.1 -0.1 0.6
C 0.784 -2.156 1.538 -0.1 0.0 -0.1
C 0.160 0.852 2.990 0.4 -0.9 3.9
C 0.309 0.224 4.131 -0.2 1.9 -3.4
C 0.097 -0.843 -0.402 -1.9 0.3 -1.0
C -0.037 0.236 0.467 1.1 1.2 1.4
C 0.322 0.117 1.809 -0.5 -1.3 1.1
C 0.627 -1.170 2.485 0.3 0.5 -1.4
O 0.680 -1.068 3.870 -0.1 -0.4 -0.5
H -0.480 -0.777 -1.359 1.3 -0.5 0.7
H -0.286 1.296 0.333 -0.4 -0.7 -1.2
```
Forces are in eV/Å.

**Strongest force on any atom**: 4.0 eV Å⁻¹
**SMILES**: c1ccc2c#coc2c#1
**HOMO-LUMO gap (spin up / spin down)**: 6.76 / 6.73 eV


Entry 4:
Entry from the OMol25 dataset: 2 unconnected molecules or ions with the total composition C7H12O in a non-equilibrium geometry (wB97M-V/def2-TZVPD).

The geometry in XYZ format:
```
20
Properties=species:S:1:pos:R:3:forces:R:3
C 1.223 0.264 2.249 0.8 -0.9 2.5
C 1.329 -0.961 1.344 0.2 0.6 -3.4
C 0.992 0.337 0.653 -0.9 -0.5 -0.7
C -0.375 0.543 0.311 0.5 1.2 -1.1
C -0.960 -0.274 -0.703 -0.2 -1.0 0.6
C -2.172 -0.205 -1.262 -0.6 0.0 0.0
O -2.500 -0.905 -2.423 0.4 0.2 -0.1
C 2.065 1.111 -0.098 -0.1 -0.1 0.6
H 2.202 0.671 2.465 0.0 0.1 0.4
H 0.408 0.676 2.808 -0.2 -0.5 0.0
H 1.355 -1.125 3.238 0.0 1.4 -0.4
H 2.344 -1.275 1.155 0.2 -0.2 0.4
H 0.606 -1.707 1.079 -0.5 -0.3 1.2
H -0.674 1.595 0.268 -0.1 -0.2 0.3
H -0.360 -1.118 -1.039 0.2 0.1 -0.4
H -3.033 0.317 -0.865 0.2 0.5 0.2
H -2.220 -0.322 -3.144 -0.2 -0.4 0.0
H 2.046 0.808 -1.149 0.0 0.0 0.2
H 1.889 2.181 -0.044 -0.1 0.1 0.0
H 3.041 0.913 0.328 0.4 0.0 0.0
```
Forces are in eV/Å.

**Strongest force on any atom**: 3.5 eV Å⁻¹
**Relative energy (zero: lowest compared OMol25 entry of this formula, charge and spin)**: 178.1 kcal/mol
**HOMO-LUMO gap**: 4.87 eV


Entry 5:
Entry from the OMol25 dataset: C5H11N in the gas phase in a non-equilibrium geometry (wB97M-V/def2-TZVPD).

The geometry in XYZ format:
```
17
Properties=species:S:1:pos:R:3:forces:R:3
C -2.159 -0.691 -0.375 -2.0 0.7 -0.8
C -1.652 0.593 -0.488 2.3 0.8 0.0
C -0.452 0.802 0.897 0.0 0.9 -1.3
C 0.509 -0.343 0.714 -0.9 -1.4 -1.1
N 1.840 -0.086 0.871 0.0 0.4 0.6
C 2.574 -0.262 -0.342 0.5 0.3 0.1
H -2.111 -1.385 -1.208 0.7 -0.2 0.3
H 0.206 -0.781 -0.252 0.7 0.1 -0.3
H -3.086 -0.782 0.174 0.1 -0.3 0.5
H -2.107 1.576 -0.340 -0.9 -0.6 0.8
H -0.954 0.809 -1.299 0.0 -0.6 -0.2
H -0.061 1.780 0.599 0.3 -0.1 0.2
H -1.090 0.906 1.754 0.1 -0.3 0.7
H 0.184 -1.221 1.337 -0.3 0.4 0.6
H 2.333 -1.234 -0.797 -0.1 0.1 -0.2
H 3.652 -0.210 -0.165 -0.1 -0.1 0.1
H 2.374 0.529 -1.080 -0.3 -0.1 -0.2
```
Forces are in eV/Å.

**Strongest force on any atom**: 2.4 eV Å⁻¹
**Relative energy (zero: lowest compared OMol25 entry of this formula, charge and spin)**: 153.5 kcal/mol
**HOMO-LUMO gap**: 5.14 eV


Entry 6:
Entry from the OMol25 dataset: a molecular structure, C27H32F5N2O7P2PtS2 (wB97M-V/def2-TZVPD).

The geometry in XYZ format:
```
78
Properties=species:S:1:pos:R:3:forces:R:3
Pt 1.194 -0.249 -0.803 0.5 -0.1 -0.8
C -2.064 1.948 -6.129 0.0 0.0 0.0
C -2.467 0.998 -5.021 0.0 0.0 0.0
C -2.852 -0.373 -5.536 0.0 0.0 0.0
O -1.318 0.848 -4.149 -0.1 0.0 -0.1
P -1.382 1.117 -2.594 0.1 0.0 0.0
O -0.013 1.043 -2.047 -0.2 0.1 0.0
C -2.593 -0.040 -1.948 -0.1 -0.1 0.0
P -2.878 0.110 -0.169 -0.1 0.2 0.0
O -1.654 0.395 0.573 0.0 0.2 0.2
O -3.710 -1.152 0.302 -0.1 0.0 -0.1
C -3.228 -2.487 0.640 0.0 0.0 0.1
C -1.818 -2.491 1.198 0.0 0.0 0.0
C -3.407 -3.389 -0.565 0.0 0.0 -0.1
O -4.007 1.231 -0.169 0.0 -0.1 0.0
C -4.656 1.771 1.008 0.0 0.0 0.0
C -3.714 1.930 2.188 0.0 0.0 0.0
C -5.876 0.934 1.348 0.0 0.0 0.0
O -2.091 2.513 -2.415 0.0 0.0 0.0
C -1.420 3.757 -2.027 0.0 0.0 0.0
C -0.219 4.043 -2.907 0.0 0.0 0.0
C -1.096 3.719 -0.548 -0.1 0.0 0.0
H -2.872 2.048 -6.855 0.0 0.0 0.0
H -1.180 1.562 -6.638 0.0 0.0 0.0
H -1.832 2.934 -5.727 0.0 0.0 0.0
H -3.287 1.437 -4.445 0.0 0.0 0.0
H -2.024 -0.807 -6.098 0.0 0.0 0.0
H -3.722 -0.297 -6.191 0.0 0.0 0.0
H -3.096 -1.052 -4.716 0.0 0.0 0.0
H -2.210 -1.042 -2.164 0.0 0.1 0.1
H -3.544 0.094 -2.467 0.0 0.0 -0.1
H -3.925 -2.796 1.422 0.0 0.0 0.0
H -1.080 -2.177 0.460 0.0 0.0 0.0
H -1.576 -3.509 1.509 0.0 0.0 0.0
H -1.725 -1.825 2.054 0.0 0.0 0.0
H -2.647 -3.198 -1.325 -0.1 0.0 0.1
H -4.397 -3.251 -1.002 0.0 0.0 0.0
H -3.310 -4.432 -0.256 0.0 0.0 0.0
H -4.984 2.756 0.673 0.0 0.0 0.0
H -3.450 0.962 2.617 0.0 0.0 0.0
H -4.214 2.525 2.955 0.0 0.0 0.0
H -2.786 2.424 1.901 -0.1 0.0 0.0
H -5.579 -0.065 1.664 0.0 0.0 0.0
H -6.534 0.844 0.483 0.0 0.0 0.0
H -6.431 1.408 2.160 0.0 0.0 0.0
H -2.197 4.499 -2.217 0.0 0.0 0.0
H 0.587 3.335 -2.714 0.0 0.0 0.0
H 0.145 5.049 -2.691 0.0 0.0 0.0
H -0.488 3.999 -3.964 0.0 0.0 0.0
H -0.360 2.947 -0.325 0.0 0.0 0.0
H -2.000 3.517 0.031 0.1 0.0 0.0
H -0.691 4.685 -0.241 0.0 0.0 0.0
S 2.340 -1.705 0.423 0.5 -0.2 -0.2
C 3.512 -0.650 1.177 -0.1 0.0 0.3
C 4.737 -1.111 1.638 0.0 0.0 0.1
C 5.604 -0.263 2.326 0.0 -0.1 0.0
C 6.864 -0.768 2.785 0.1 0.0 0.0
N 7.875 -1.187 3.142 -0.1 0.0 0.0
C 5.234 1.069 2.557 -0.1 0.1 0.0
C 4.005 1.535 2.092 0.1 -0.1 0.1
C 3.147 0.691 1.399 -0.1 0.0 0.0
S 1.589 1.238 0.833 -0.3 0.2 0.3
C 6.101 1.965 3.264 0.1 0.0 0.1
N 6.784 2.688 3.843 0.0 0.0 0.0
H 5.025 -2.138 1.459 0.0 0.0 0.0
H 3.724 2.565 2.271 0.0 0.0 0.0
F -1.421 -3.749 -6.492 0.0 0.0 0.0
C -0.665 -3.143 -5.551 0.0 0.0 0.0
C -1.026 -3.173 -4.220 0.0 0.0 -0.1
F -2.149 -3.816 -3.851 0.0 0.0 0.0
C -0.258 -2.536 -3.269 0.1 0.1 0.1
F -0.662 -2.622 -1.978 0.1 0.0 0.0
C 0.913 -1.804 -3.563 -0.2 0.0 -0.1
O 1.633 -1.183 -2.709 -0.2 -0.2 0.4
C 1.244 -1.809 -4.944 0.0 0.0 0.0
F 2.337 -1.146 -5.349 0.0 0.0 0.0
C 0.486 -2.451 -5.897 0.0 0.0 0.0
F 0.850 -2.398 -7.189 0.0 0.0 0.0
```
Forces are in eV/Å.

**Charge**: -1
**Strongest force on any atom**: 1.0 eV Å⁻¹
**Relative energy (zero: lowest compared OMol25 entry of this formula, charge and spin)**: 3.8 kcal/mol
**HOMO-LUMO gap**: 6.39 eV


Entry 7:
Entry from the OMol25 dataset: 2 unconnected molecules or ions with the total composition C5H14NP in a non-equilibrium geometry (wB97M-V/def2-TZVPD).

The geometry in XYZ format:
```
21
Properties=species:S:1:pos:R:3:forces:R:3
C 0.192 2.270 0.548 0.9 0.0 -0.8
C -1.231 -2.107 0.317 0.4 -0.2 -1.3
C -2.290 1.152 -0.689 -1.8 -1.0 -1.3
C -0.117 -1.782 -0.735 -0.7 0.4 0.1
C 0.403 -0.325 -0.677 0.9 1.2 1.3
N 2.131 0.960 2.230 -1.8 4.1 -0.4
P -0.689 1.076 -0.212 0.3 -3.6 0.9
H 1.230 2.054 0.478 0.6 0.7 0.3
H -0.298 3.107 0.868 -0.6 2.2 0.9
H -1.819 -2.954 -0.046 -0.5 0.6 -0.4
H -0.976 -2.505 1.286 1.0 0.5 0.4
H -1.726 -1.151 0.419 -1.0 -0.3 0.4
H 1.499 1.775 2.669 1.7 -2.6 -1.2
H -3.003 1.903 -0.660 -0.5 2.0 0.3
H -2.814 0.285 -1.076 0.6 -0.4 0.0
H -0.442 -2.083 -1.766 0.2 0.4 1.0
H 0.749 -2.334 -0.482 0.9 -1.0 -0.1
H 1.176 -0.220 0.201 -1.3 -0.2 -1.6
H 0.893 0.070 -1.569 0.4 -0.9 -0.3
H 2.343 0.342 2.941 0.5 -1.5 1.9
H 2.993 1.462 2.018 0.0 -0.2 0.0
```
Forces are in eV/Å.

**2S+1**: 3
**Strongest force on any atom**: 4.5 eV Å⁻¹
**⟨S²⟩**: 2.0123
**Relative energy (zero: lowest compared OMol25 entry of this formula, charge and spin)**: 68.8 kcal/mol
**HOMO-LUMO gap (spin up / spin down)**: 5.17 / 8.02 eV


Entry 8:
Entry from the OMol25 dataset: a molecular structure, C19H46B3NO13P2 in a non-equilibrium geometry (wB97M-V/def2-TZVPD).

The geometry in XYZ format:
```
84
Properties=species:S:1:pos:R:3:forces:R:3
C -6.155 -2.502 0.085 -0.4 0.1 -0.5
C -5.954 -3.047 -1.347 1.0 0.4 0.4
C -4.564 -2.663 -1.920 -0.3 -0.1 -0.3
C -4.605 -1.742 -3.153 0.8 -0.7 0.0
N -3.574 -0.670 -3.097 -1.4 0.5 -0.5
B -3.920 0.462 -2.305 0.7 0.2 0.5
O -3.455 1.747 -2.592 -0.2 -0.3 0.3
B -4.099 2.665 -1.780 0.3 0.7 0.0
O -5.485 2.594 -1.657 0.3 -0.5 -0.2
B -5.843 1.266 -1.541 -0.1 0.1 0.6
C -7.273 0.694 -1.822 0.2 0.5 0.3
C -8.432 1.678 -1.584 0.2 -0.1 0.2
O -8.956 2.132 -2.851 0.4 -0.5 -0.1
C -10.000 1.420 -3.306 -0.2 0.1 -0.4
O -10.993 1.205 -2.694 -0.6 -0.3 0.7
O -4.787 0.404 -1.202 -0.6 -0.6 -1.0
H -7.141 -2.043 0.185 0.0 -0.1 0.1
H -6.089 -3.296 0.827 0.1 0.1 0.1
H -5.428 -1.721 0.293 0.0 0.0 0.2
H -5.989 -4.134 -1.327 -0.4 0.0 -0.1
H -6.712 -2.652 -2.022 -0.2 -0.2 0.0
H -4.058 -3.582 -2.220 0.1 0.1 0.0
H -3.923 -2.195 -1.174 -0.1 0.0 0.2
H -4.329 -2.352 -4.015 -0.1 0.1 -0.1
H -5.605 -1.360 -3.375 -0.1 0.1 0.3
H -3.517 -0.320 -4.050 0.9 -0.1 0.0
H -3.472 3.456 -1.156 -0.1 0.2 -0.2
H -7.283 0.420 -2.882 0.0 -0.1 0.0
H -7.377 -0.231 -1.255 -0.2 0.0 0.0
H -8.114 2.571 -1.053 0.0 0.0 0.0
H -9.197 1.179 -0.992 -0.3 0.2 -0.1
H -9.898 1.040 -4.330 0.4 0.4 -0.2
O -0.931 3.530 0.912 -0.5 1.1 -2.6
P 0.422 3.209 0.426 2.6 -2.1 4.5
O 0.567 1.596 0.401 -0.2 0.5 -0.4
C -0.280 0.840 -0.472 -0.1 -0.2 -0.3
C 0.159 0.946 -1.920 0.0 0.2 0.0
O 1.360 3.557 1.713 0.1 0.0 -0.4
C 0.907 4.408 2.766 -0.1 0.0 0.3
C 0.497 3.587 3.970 0.1 -0.2 0.0
O 1.512 3.610 -0.655 -1.9 0.7 -1.0
C 2.933 3.638 -0.429 0.8 0.2 -0.3
C 3.539 2.290 -0.130 -0.2 -0.2 0.3
H -1.317 1.169 -0.359 0.0 0.0 0.1
H -0.222 -0.197 -0.143 0.1 0.1 0.1
H 0.037 1.965 -2.295 -0.1 0.0 0.0
H -0.434 0.279 -2.548 0.0 0.0 0.0
H 1.214 0.689 -2.023 0.0 -0.1 0.0
H 0.092 5.048 2.430 -0.1 -0.1 -0.1
H 1.744 5.059 3.026 0.1 -0.1 -0.1
H -0.226 2.821 3.692 -0.1 0.1 -0.1
H 0.061 4.221 4.743 0.0 0.0 0.0
H 1.363 3.073 4.390 0.0 0.0 0.0
H 3.185 4.369 0.337 -0.3 -0.1 0.2
H 3.355 4.021 -1.358 -0.3 0.0 -0.1
H 3.239 1.925 0.851 0.0 0.0 0.0
H 4.627 2.367 -0.144 0.0 0.0 0.0
H 3.235 1.545 -0.865 0.1 0.1 -0.1
O 6.366 -0.594 0.188 -0.8 -1.5 -2.9
P 6.342 -1.933 0.819 2.3 2.0 5.5
O 5.251 -1.742 2.006 -0.1 -0.7 -0.6
C 3.878 -1.607 1.621 -0.5 -0.1 0.2
C 3.238 -2.951 1.317 0.2 -0.1 -0.2
O 7.726 -1.896 1.685 -0.2 -0.5 -0.2
C 8.804 -1.023 1.343 0.1 0.3 0.1
C 8.831 0.173 2.270 -0.1 0.0 0.2
O 6.340 -3.511 0.646 -1.0 0.7 -2.1
C 7.013 -4.440 1.514 0.3 -0.8 0.1
C 6.482 -4.469 2.927 -0.1 0.4 0.1
H 3.770 -0.930 0.769 0.2 0.1 0.0
H 3.360 -1.153 2.465 0.2 0.1 0.1
H 3.680 -3.408 0.430 -0.1 0.0 0.0
H 2.168 -2.832 1.142 0.0 0.0 0.0
H 3.387 -3.645 2.144 -0.1 0.0 0.1
H 8.742 -0.713 0.301 -0.2 0.0 0.0
H 9.725 -1.601 1.455 -0.1 -0.1 0.0
H 7.861 0.671 2.292 0.0 0.0 -0.2
H 9.590 0.891 1.958 0.0 0.0 0.0
H 9.050 -0.144 3.291 0.0 0.0 0.0
H 8.087 -4.270 1.494 0.0 0.3 0.0
H 6.851 -5.415 1.053 -0.2 0.1 -0.2
H 6.728 -3.557 3.468 0.0 0.0 0.0
H 6.926 -5.309 3.462 0.0 0.0 -0.1
H 5.398 -4.579 2.937 0.0 -0.1 0.0
```
Forces are in eV/Å.

**Strongest force on any atom**: 6.3 eV Å⁻¹
**HOMO-LUMO gap**: 10.70 eV


Question: strongest force on any atom of number 1 (C31H27BCl3GeN7O2S2Ti)?
Answer: 1.4 eV Å⁻¹


Question: Among the records above, which one has the lowest strongest force on any atom?
Answer: C27H32F5N2O7P2PtS2


Question: strongest force on any atom of number 3 (C8H2O)?
Answer: 4.0 eV Å⁻¹